ORCA calculation (the ωB97M-V functional and the def2-TZVPD basis) on C8H13N3 as an isolated structure.

The gap between HOMO and LUMO is 9.40 eV. Its total energy is -476.6873 a.u. As for the spin multiplicity: 1. Its LUMO energy is 0.6 eV. Its HOMO energy is -8.80 eV. Its charge is 0. The energy relative to the best compared isomer or geometry (same formula, charge and spin) comes out at 135.13 kcal per mole.

Each line ends with the natural charge from an NBO analysis.
CARTESIAN COORDINATES (ANGSTROEM)
C: 1.899 2.107 0.980  -0.604
C: 1.019 1.564 -0.099  0.261
C: -0.269 0.149 -1.072  0.317
C: -0.907 -1.100 -1.531  -0.455
C: -1.489 -2.022 -0.211  -0.421
C: -1.499 -1.306 1.200  -0.450
C: -0.050 -1.273 1.800  -0.403
C: 0.983 -1.038 0.560  -0.239
H: 1.587 1.106 1.898  0.190
H: 2.974 1.973 0.765  0.228
H: 1.304 3.404 1.456  0.268
H: -1.749 -1.006 -2.263  0.262
H: -0.239 -1.864 -2.064  0.225
H: -2.382 -2.697 -0.299  0.235
H: -0.862 -2.941 0.016  0.196
H: -2.363 -1.729 1.855  0.227
H: -1.863 -0.407 1.355  0.217
H: 0.123 -0.163 2.417  0.209
H: 0.376 -2.205 2.424  0.233
H: 2.156 -1.083 0.844  0.231
H: 0.802 -1.851 -0.194  0.228
N: 0.197 2.276 -0.826  -0.269
N: -0.626 1.401 -1.531  -0.293
N: 0.717 0.177 -0.210  -0.391